1.
C46H113BrMnN7O18S as an isolated structure at a distorted geometry. Source: the OMol25 dataset; level of theory: ωB97M-V/def2-TZVPD.

```
187
Properties=species:S:1:pos:R:3:mulliken_spin:R:1
Mn -0.13 5.50 -3.72 4.659
Br -1.80 6.98 -2.42 0.059
S 0.73 5.13 -6.27 0.005
O -0.19 6.09 -5.62 0.093
O 1.04 4.31 -5.13 0.053
O 0.14 4.47 -7.45 0.005
O 1.83 5.81 -6.88 0.004
C -2.37 3.57 -4.84 0.011
O -1.32 3.86 -3.91 -0.003
C -1.03 2.83 -3.03 0.014
C 0.43 3.08 -2.42 0.003
N 0.57 4.48 -2.01 -0.016
C 1.96 4.91 -1.89 -0.013
C 2.06 6.43 -2.23 0.029
O 1.54 6.70 -3.54 0.019
C 1.65 8.14 -3.93 0.016
H -3.36 3.57 -4.38 0.005
H -2.31 2.60 -5.33 0.000
H -2.49 4.33 -5.60 -0.005
H -1.09 1.80 -3.37 -0.003
H -1.83 2.96 -2.30 -0.004
H 1.12 2.75 -3.19 -0.006
H 0.65 2.36 -1.63 0.003
H 0.36 4.33 -1.03 0.059
H 2.56 4.35 -2.60 -0.009
H 2.31 4.73 -0.88 0.008
H 3.10 6.76 -2.24 0.000
H 1.61 7.04 -1.46 -0.009
H 2.64 8.58 -4.05 0.000
H 1.15 8.80 -3.22 -0.003
H 1.17 8.25 -4.91 0.002
C -3.18 15.46 -6.96 0.000
O -3.36 14.58 -8.06 0.000
C -4.72 14.32 -8.44 0.000
C -5.49 13.54 -7.30 0.000
N -4.77 12.44 -6.67 0.000
C -4.55 11.29 -7.57 0.000
C -3.90 10.12 -6.72 0.000
O -2.60 10.39 -6.26 0.000
C -2.24 9.57 -5.07 0.002
H -3.66 15.09 -6.06 0.000
H -3.59 16.43 -7.22 0.000
H -2.12 15.50 -6.68 0.000
H -4.76 13.67 -9.31 0.000
H -5.31 15.23 -8.52 0.000
H -6.43 13.19 -7.72 0.000
H -5.58 14.25 -6.48 0.000
H -3.83 12.82 -6.63 0.000
H -3.85 11.52 -8.38 0.000
H -5.53 10.97 -7.91 0.000
H -3.94 9.21 -7.32 0.000
H -4.62 9.98 -5.92 0.000
H -2.78 9.78 -4.15 0.001
H -1.19 9.64 -4.80 -0.001
H -2.57 8.57 -5.36 0.001
C -3.54 7.78 5.15 0.000
O -2.66 8.05 4.10 0.000
C -2.46 7.10 3.09 0.000
C -1.39 7.56 2.08 -0.005
N -0.03 7.40 2.66 0.000
C 0.97 7.58 1.60 -0.001
C 2.35 6.97 2.06 0.000
O 3.21 6.85 0.94 0.001
C 4.35 6.02 1.21 0.000
H -3.39 8.60 5.85 0.000
H -3.28 6.80 5.56 0.000
H -4.59 7.77 4.85 0.000
H -3.36 6.93 2.50 0.000
H -2.19 6.12 3.48 0.000
H -1.47 8.61 1.79 -0.001
H -1.47 6.96 1.17 0.005
H 0.09 8.07 3.40 0.000
H 1.11 8.64 1.40 0.000
H 0.67 7.13 0.65 0.000
H 2.24 5.95 2.44 0.000
H 2.77 7.63 2.81 0.000
H 5.00 5.97 0.34 0.000
H 4.10 5.00 1.50 0.000
H 4.93 6.52 1.97 0.000
C -6.12 6.72 -6.90 0.000
O -5.10 6.06 -6.11 0.000
C -5.29 6.00 -4.68 0.004
C -5.51 7.47 -4.03 0.001
N -5.30 7.44 -2.59 -0.005
C -5.47 8.76 -1.96 0.003
C -4.99 8.55 -0.49 0.001
O -4.94 9.81 0.12 0.000
C -4.80 9.79 1.54 0.000
H -5.97 6.51 -7.96 0.000
H -6.28 7.78 -6.71 0.000
H -7.13 6.34 -6.75 0.000
H -4.43 5.53 -4.21 -0.003
H -6.12 5.35 -4.38 0.000
H -6.55 7.77 -4.19 0.000
H -4.94 8.24 -4.54 0.000
H -4.39 7.04 -2.41 0.004
H -6.46 9.22 -1.99 0.000
H -4.77 9.47 -2.42 -0.001
H -4.01 8.09 -0.41 0.004
H -5.70 7.93 0.06 0.000
H -4.47 10.79 1.81 0.000
H -4.10 8.99 1.80 0.000
H -5.79 9.71 1.98 0.000
C -9.44 0.40 -1.22 0.000
O -8.83 1.63 -0.83 0.000
C -7.49 1.81 -1.21 0.000
C -6.72 2.80 -0.34 0.000
N -7.48 4.01 -0.25 0.000
C -7.15 5.02 -1.31 0.000
C -8.17 6.19 -1.37 0.000
O -9.55 5.69 -1.29 0.000
C -10.20 5.79 0.00 0.000
H -10.40 0.32 -0.71 0.000
H -8.90 -0.53 -1.04 0.000
H -9.61 0.46 -2.29 0.000
H -7.54 2.29 -2.18 0.000
H -7.00 0.83 -1.17 0.000
H -5.68 2.85 -0.67 0.000
H -6.82 2.30 0.63 0.000
H -8.45 3.73 -0.30 0.000
H -7.15 4.39 -2.21 0.000
H -6.16 5.40 -1.08 0.001
H -8.12 6.61 -2.38 0.000
H -8.02 7.03 -0.69 0.000
H -9.64 5.23 0.74 0.000
H -11.16 5.29 0.00 0.000
H -10.38 6.81 0.35 0.000
C 3.35 2.39 1.71 0.000
O 2.16 3.15 1.37 0.000
C 1.16 3.19 2.38 0.000
C -0.09 4.03 1.92 -0.003
N -0.79 3.42 0.79 0.002
C -2.08 4.04 0.34 0.013
C -3.16 3.87 1.43 -0.001
O -3.59 2.46 1.56 0.000
C -4.44 2.25 2.59 0.000
H 3.68 2.65 2.71 0.000
H 4.07 2.47 0.90 0.000
H 3.11 1.32 1.72 0.000
H 1.45 3.60 3.34 0.000
H 0.87 2.16 2.60 0.000
H 0.17 5.06 1.69 0.001
H -0.73 4.11 2.80 0.000
H -0.95 2.42 0.82 0.000
H -2.45 3.60 -0.58 0.002
H -1.85 5.09 0.15 -0.003
H -3.97 4.47 1.02 0.000
H -2.72 4.34 2.31 0.000
H -3.89 2.48 3.51 0.000
H -4.75 1.20 2.57 0.000
H -5.36 2.80 2.41 0.000
C 6.99 10.34 -1.50 0.000
C 6.19 10.46 -0.20 0.000
C 6.30 11.89 0.51 0.000
C 5.38 12.96 -0.12 0.000
C 3.91 12.51 -0.31 0.000
C 3.75 11.07 -0.95 0.000
N 4.75 10.16 -0.39 0.000
O 4.60 8.84 -0.87 -0.001
C 2.34 10.59 -0.69 0.000
C 3.98 11.26 -2.44 0.001
C 6.66 9.42 0.83 0.000
H 7.14 9.33 -1.87 0.000
H 8.03 10.65 -1.37 0.000
H 6.58 10.82 -2.39 0.000
H 6.06 11.86 1.58 0.000
H 7.32 12.20 0.30 0.000
H 5.67 13.23 -1.13 0.000
H 5.45 13.87 0.48 0.000
H 3.49 13.28 -0.94 0.000
H 3.33 12.61 0.61 0.000
H 2.25 10.24 0.34 0.000
H 1.50 11.28 -0.69 0.000
H 2.06 9.76 -1.33 0.001
H 4.10 10.30 -2.93 0.000
H 3.17 11.69 -3.04 0.000
H 4.77 11.98 -2.64 0.000
H 6.73 8.44 0.34 0.000
H 5.99 9.42 1.68 0.000
H 7.68 9.68 1.11 0.000
H 4.18 8.41 -0.12 0.000
C -1.78 10.77 -1.05 0.005
O -0.76 10.02 -1.67 -0.001
H -2.73 10.50 -1.50 -0.002
H -1.80 10.52 0.01 -0.001
H -1.60 11.84 -1.15 0.000
H -1.05 9.11 -1.71 0.000
```

Its expectation value of S² is 8.75. Its multiplicity is 6. For the strongest force on any atom, the calculation gives 5.76 eV/A. The total charge is -1. Its lowest unoccupied orbital energy (spin up / spin down) is 1.78 / 1.78 eV. As for the HOMO-LUMO gap (spin up / spin down): 0.2125 / 0.2129 hartree.

---

2.
C4H9N as an isolated structure at a distorted geometry. Source: the OMol25 dataset; level of theory: ωB97M-V/def2-TZVPD.

```
14
Properties=species:S:1:pos:R:3:lowdin_charge:R:1
N 0.08 0.48 0.81 -0.133
C 0.65 -0.71 0.47 -0.348
C 1.39 -0.41 -0.88 -0.048
C 1.65 0.97 -0.80 -0.053
C 0.94 1.47 0.40 -0.352
H -6.69 -3.54 0.66 -0.004
H 1.42 -0.94 1.28 0.100
H 0.15 -1.67 0.27 0.102
H -7.22 -0.23 0.24 0.004
H 1.25 -0.99 -1.81 0.143
H 2.41 -0.05 -0.40 0.179
H 1.94 1.63 -1.61 0.135
H 1.77 1.63 1.13 0.126
H 0.27 2.37 0.24 0.148
```

For the strongest force on any atom, the calculation gives 3.10 eV/A. The total charge is 0. Its lowest unoccupied orbital energy is -4.09 eV. As for the HOMO-LUMO gap: 0.0815 hartree.

---

3.
One molecule with the formula C3H7NO2 at a distorted geometry. Source: the OMol25 dataset; level of theory: ωB97M-V/def2-TZVPD.

```
13
Properties=species:S:1:pos:R:3:lowdin_charge:R:1
C 0.46 0.34 1.09 -0.021
C -0.53 0.35 -0.06 -0.507
C -0.25 -0.68 -1.14 -0.022
O -0.48 1.83 -0.85 -0.083
N -1.83 0.12 0.48 0.014
O -2.67 0.98 0.39 0.048
H 0.29 -0.55 1.69 0.090
H 1.47 0.33 0.70 0.091
H 0.32 1.22 1.71 0.090
H -0.41 -1.68 -0.74 0.090
H 0.77 -0.57 -1.48 0.092
H -0.93 -0.52 -1.98 0.092
H -1.23 2.30 -0.48 0.029
```

For the strongest force on any atom, the calculation gives 4.73 eV/A. The total charge is 0. The SMILES is CC(C)(O)N=O. Its lowest unoccupied orbital energy is -0.36 eV. As for the HOMO-LUMO gap: 0.3430 hartree.

---

Copy entry 2 word for word.
C4H9N as an isolated structure at a distorted geometry. Source: the OMol25 dataset; level of theory: ωB97M-V/def2-TZVPD.

```
14
Properties=species:S:1:pos:R:3:lowdin_charge:R:1
N 0.08 0.48 0.81 -0.133
C 0.65 -0.71 0.47 -0.348
C 1.39 -0.41 -0.88 -0.048
C 1.65 0.97 -0.80 -0.053
C 0.94 1.47 0.40 -0.352
H -6.69 -3.54 0.66 -0.004
H 1.42 -0.94 1.28 0.100
H 0.15 -1.67 0.27 0.102
H -7.22 -0.23 0.24 0.004
H 1.25 -0.99 -1.81 0.143
H 2.41 -0.05 -0.40 0.179
H 1.94 1.63 -1.61 0.135
H 1.77 1.63 1.13 0.126
H 0.27 2.37 0.24 0.148
```

For the strongest force on any atom, the calculation gives 3.10 eV/A. The total charge is 0. Its lowest unoccupied orbital energy is -4.09 eV. As for the HOMO-LUMO gap: 0.0815 hartree.

---

Question: Look up the strongest force on any atom of the second one.
Answer: 3.10 eV/A

---

Copy entry 3 word for word.
One molecule with the formula C3H7NO2 at a distorted geometry. Source: the OMol25 dataset; level of theory: ωB97M-V/def2-TZVPD.

```
13
Properties=species:S:1:pos:R:3:lowdin_charge:R:1
C 0.46 0.34 1.09 -0.021
C -0.53 0.35 -0.06 -0.507
C -0.25 -0.68 -1.14 -0.022
O -0.48 1.83 -0.85 -0.083
N -1.83 0.12 0.48 0.014
O -2.67 0.98 0.39 0.048
H 0.29 -0.55 1.69 0.090
H 1.47 0.33 0.70 0.091
H 0.32 1.22 1.71 0.090
H -0.41 -1.68 -0.74 0.090
H 0.77 -0.57 -1.48 0.092
H -0.93 -0.52 -1.98 0.092
H -1.23 2.30 -0.48 0.029
```

For the strongest force on any atom, the calculation gives 4.73 eV/A. The total charge is 0. The SMILES is CC(C)(O)N=O. Its lowest unoccupied orbital energy is -0.36 eV. As for the HOMO-LUMO gap: 0.3430 hartree.